The following is a quantum chemistry calculation of a structure of composition C37H53CuN4O2P2 at a distorted geometry, from the Open Molecules 2025 dataset.

```
99
Properties=species:S:1:pos:R:3
C 2.09062 -2.10429 -1.26229
C 1.72528 0.03888 -2.11010
C 3.07229 -2.36016 -2.22282
C 2.63608 -0.18708 -3.15017
C 3.33141 -1.39480 -3.19155
H 3.57658 -3.32285 -2.19554
H 2.78082 0.59479 -3.89628
H 4.05588 -1.57533 -3.98111
N 1.50816 -0.90638 -1.16723
P -0.02785 -2.76735 0.40393
P 0.92714 2.15688 -0.37467
C 1.63455 -3.18166 -0.28838
H 1.62966 -4.16362 -0.78611
H 2.35551 -3.25454 0.54297
C 0.94347 1.29492 -1.99970
H 1.08244 1.97641 -2.84115
C -0.31992 3.59840 -0.65652
C 2.70225 2.83800 -0.22999
C -1.20573 -3.54857 -0.86186
C -0.03657 -3.68222 2.05712
C -1.68454 3.13793 -0.11329
H -1.63789 2.92972 0.96358
H -2.41268 3.94619 -0.28128
H -2.05496 2.23838 -0.61555
C 0.10242 4.84605 0.12784
H 0.19719 4.64804 1.20378
H 1.03320 5.28605 -0.25071
H -0.68948 5.60237 0.00863
C -0.47449 3.96709 -2.13631
H -1.21712 4.77794 -2.19988
H 0.45233 4.34563 -2.58214
H -0.85054 3.13011 -2.73592
C 2.87330 3.44804 1.17239
H 2.56776 2.73727 1.95227
H 3.94020 3.66945 1.32230
H 2.31836 4.38219 1.30522
C 3.70660 1.67856 -0.32728
H 3.51418 0.91502 0.43694
H 3.70492 1.20977 -1.31626
H 4.71357 2.08833 -0.15453
C 2.98222 3.86574 -1.34487
H 2.25033 3.85879 -2.16214
H 3.04440 4.88599 -0.94048
H 3.95931 3.64389 -1.80061
C -1.46126 -3.61422 2.65045
H -1.40479 -3.66624 3.74801
H -1.97150 -2.66989 2.40726
H -2.08568 -4.45247 2.31010
C 0.93837 -2.96242 3.00733
H 1.97412 -3.00907 2.64893
H 0.66668 -1.91239 3.16341
H 0.89933 -3.47058 3.98282
C 0.43741 -5.13890 1.92737
H 0.69906 -5.49683 2.93370
H -0.33878 -5.80804 1.54396
H 1.33511 -5.23723 1.30386
C -0.95107 -2.98140 -2.26830
H -1.58415 -3.53195 -2.98241
H -1.23737 -1.92498 -2.32062
H 0.09217 -3.08943 -2.58824
C -2.64481 -3.17330 -0.46722
H -2.76596 -2.08052 -0.45400
H -3.32918 -3.58849 -1.22206
H -2.93484 -3.57883 0.50973
C -1.04479 -5.07359 -0.93955
H -0.01627 -5.37363 -1.18063
H -1.37342 -5.58247 -0.02642
H -1.68858 -5.43197 -1.75783
Cu -0.00555 -0.49021 0.23096
C 0.86706 0.16645 1.80802
O 1.93532 0.18996 2.31221
N -1.29324 0.10314 -1.12825
C -0.83142 0.63069 -2.14540
C -1.39185 0.78573 -3.50884
C -2.77790 0.64341 -3.55575
C -0.65722 0.99152 -4.68592
C -3.45973 0.78489 -4.76303
H -3.29845 0.42644 -2.62013
C -1.34141 1.11780 -5.90197
H 0.43306 1.03639 -4.65653
C -2.74086 1.02840 -5.94092
H -4.54646 0.70539 -4.77540
H -0.77489 1.28762 -6.82057
H -3.26618 1.14355 -6.88935
N -2.59554 0.28736 7.24527
C -2.14396 -0.25420 6.07209
O -2.24767 -1.45210 5.80937
C -1.55518 0.71890 5.09409
C -1.55051 2.11871 5.24162
C -0.95470 2.89227 4.24709
C -0.36990 2.25968 3.14245
N -0.40544 0.93261 2.99677
C -0.99621 0.17465 3.92790
H -2.93063 -0.35994 7.94159
H -2.30083 1.19718 7.56399
H -2.01204 2.59290 6.10700
H -0.92509 3.97748 4.30144
H 0.14953 2.82222 2.36461
H -1.02254 -0.89802 3.73572
```

Computed properties:
Energy relative to the best compared isomer or geometry (same formula, charge and spin) ... 20.7 kJ/mol
Spin multiplicity ... 2
HOMO (spin up / spin down) ... -9.80 / -9.69 eV
Frontier orbital gap (spin up / spin down) ... 6.99 / 5.64 eV
Charge ... +1
Energy ... -112495.942 eV


The following is a quantum chemistry calculation of a cluster of 2 separate species, C4H12NO2 in total at a distorted geometry, from the Open Molecules 2025 dataset.

```
19
Properties=species:S:1:pos:R:3
C 0.74110 -0.93753 -2.10343
O 1.17455 -1.63271 -0.95995
C -0.55547 -0.14439 -1.86203
C -0.65922 0.73946 -0.61753
C 0.60501 1.51899 -0.13041
N 1.60824 0.77405 0.56763
H 1.48454 -0.21891 -2.44104
H 0.61776 -1.76629 -2.80350
H -0.72575 0.50201 -2.73063
H -1.41561 -0.81604 -1.95488
H -1.53758 1.39821 -0.78332
H -1.01394 0.17393 0.27013
H 0.23142 2.45346 0.32987
H 1.06600 1.81688 -1.08274
H 1.64343 -0.19002 0.05840
H 1.32212 0.51959 1.52566
H -2.34266 0.34247 3.72830
H -2.01776 -1.09371 3.60630
O -2.29628 -0.48012 4.22864
```

Computed properties:
Energy relative to the best compared isomer or geometry (same formula, charge and spin) ... 129.4 kJ/mol
HOMO ... -2.59 eV
Frontier orbital gap ... 5.96 eV
Charge ... -1
Energy ... -9926.883 eV


The following is a quantum chemistry calculation of a structure of composition C18H22O6Tl at a distorted geometry, from the Open Molecules 2025 dataset.

```
47
Properties=species:S:1:pos:R:3
C 5.24984 -2.64496 0.92141
C 4.99938 -1.64366 0.26336
C 4.69096 -0.37365 -0.51839
C 3.13951 -0.09910 -0.71488
C 2.42228 0.39768 0.64211
C 0.90004 0.20265 0.37397
C 0.13806 1.00362 -0.48968
C 0.73816 2.22890 -1.25945
C 0.02315 3.58497 -0.73140
C -0.26404 3.57603 0.81274
O -0.84510 4.86358 1.13620
C -1.38192 0.68014 -0.71334
O -1.95065 1.41905 -1.47425
C -2.10970 -0.48559 0.02312
C -3.59781 -0.71958 -0.28118
C -3.84925 -0.86282 -1.85657
O -3.02577 -1.25286 -2.62205
O -5.12783 -0.53937 -2.28261
C -1.36945 -1.25827 0.92047
C -1.94677 -2.41570 1.76812
C -1.27393 -3.82283 1.40719
O -2.01558 -4.52527 0.42216
C 0.15783 -0.96932 1.11795
O 0.83160 -1.62584 1.86138
H 5.51499 -3.55383 1.50707
H 5.23882 0.51583 -0.11946
H 5.10709 -0.55977 -1.55980
H 3.05769 0.69886 -1.50771
H 2.63400 -1.00169 -1.13855
H 2.64560 1.48645 0.75280
H 2.79700 -0.22253 1.49040
H 0.53328 2.14901 -2.36098
H 1.82888 2.37254 -1.04858
H 0.75341 4.44183 -0.92280
H -0.94286 3.74001 -1.28174
H 0.67946 3.50545 1.41928
H -1.03506 2.81143 1.11773
H -1.49640 4.68042 1.83899
H -4.03536 -1.63705 0.17638
H -4.13990 0.23021 0.01856
H -5.57895 -1.35598 -2.58530
H -3.05984 -2.47952 1.78790
H -1.63088 -2.21708 2.83573
H -0.20737 -3.70712 1.05585
H -1.33106 -4.42040 2.37199
H -1.54992 -5.38364 0.31915
Tl 0.32027 4.93069 -2.83006
```

Computed properties:
HOMO ... -18.07 eV
Frontier orbital gap ... 2.65 eV
Charge ... +3
Energy ... -35962.294 eV


The following is a quantum chemistry calculation of an isolated molecule of C5H8IN at a distorted geometry, from the Open Molecules 2025 dataset.

```
15
Properties=species:S:1:pos:R:3
C 0.51610 0.05169 -0.86243
C -0.36328 -0.05966 0.21684
C 1.85255 -0.63639 -0.78751
C 1.86691 0.75678 -0.58008
C -2.55432 -0.09812 1.21827
N -1.54406 -0.29654 0.20897
I -2.84846 -0.46529 -1.96517
H -0.18642 0.26759 -1.79679
H 1.89065 -1.38604 0.04571
H 2.21251 -0.87791 -1.73778
H 2.49162 1.35638 -1.17235
H 1.90115 1.25440 0.43571
H -2.96248 0.81140 1.01768
H -3.34223 -0.84669 1.15034
H -2.12404 -0.22826 2.18469
```

Computed properties:
Energy relative to the best compared isomer or geometry (same formula, charge and spin) ... 250.9 kJ/mol
HOMO (spin up / spin down) ... -8.08 / -8.12 eV
Frontier orbital gap (spin up / spin down) ... 7.16 / 7.25 eV
Energy ... -14901.700 eV


The following is a quantum chemistry calculation of a structure of composition C11H14BrCoN6O, from the Open Molecules 2025 dataset.

```
34
Properties=species:S:1:pos:R:3
Co 1.45878 -1.68099 0.57609
N 1.27473 -1.94768 3.75989
C 1.34125 -1.86176 2.61138
Br -1.93339 -7.01978 -1.81048
C -1.02029 -5.50860 -1.16445
C -1.13790 -4.29534 -1.82183
C -0.44433 -3.21291 -1.31288
N 0.32121 -3.29629 -0.22589
C 0.42275 -4.46826 0.40463
C -0.23066 -5.60646 -0.03198
H -1.75026 -4.19160 -2.70526
H -0.50380 -2.24540 -1.79269
H 1.04325 -4.48589 1.29182
H -0.12421 -6.53891 0.50230
O 2.81674 -1.59291 -0.36870
C -1.41799 4.10469 0.99536
C -0.14882 4.26439 0.16640
C 1.10079 4.04947 1.01298
C -0.15202 3.36362 -1.07077
N -0.17471 1.93984 -0.73642
C 0.82379 1.09481 -0.50286
N 0.30158 -0.06542 -0.18602
N -1.03798 0.08612 -0.22597
N -1.33430 1.28295 -0.55660
H -1.43270 4.84091 1.79918
H -1.46856 3.11505 1.45302
H -2.31657 4.23783 0.39155
H -0.12234 5.28030 -0.24148
H 1.09892 3.06084 1.47850
H 1.14027 4.77844 1.82236
H 2.01591 4.15387 0.42611
H 0.74316 3.52453 -1.67131
H -1.02993 3.53614 -1.69069
H 1.87765 1.30440 -0.57530
```

Computed properties:
Spin multiplicity ... 5
HOMO (spin up / spin down) ... -9.43 / -9.52 eV
Frontier orbital gap (spin up / spin down) ... 9.47 / 9.32 eV
Energy ... -130289.049 eV


The following is a quantum chemistry calculation of an isolated molecule of C2H6N4S at a distorted geometry, from the Open Molecules 2025 dataset.

```
13
Properties=species:S:1:pos:R:3
C 1.55371 -1.16826 0.82581
C -1.13047 0.13857 -1.78816
N -0.76127 1.67829 1.43893
N -0.14671 2.41034 2.03055
N -1.43390 0.97144 0.76137
N 0.74717 -0.31559 -0.03658
S -0.79119 -0.37844 -0.07496
H 1.14994 -1.06742 1.82926
H 1.72396 -2.18009 0.45576
H 2.56145 -0.87098 0.79186
H -0.57496 -0.64669 -2.30634
H -0.64313 1.19595 -1.93137
H -2.25461 0.23288 -1.99612
```

Computed properties:
Energy relative to the best compared isomer or geometry (same formula, charge and spin) ... 436.9 kJ/mol
HOMO ... -8.74 eV
Frontier orbital gap ... 9.41 eV
Energy ... -18962.517 eV


The following is a quantum chemistry calculation of a cluster of 8 separate species, C62H74F7NO5 in total at a distorted geometry, from the Open Molecules 2025 dataset.

```
149
Properties=species:S:1:pos:R:3
C -0.30397 0.69415 4.16049
C -0.37148 0.14798 2.61618
C -0.65853 -1.46872 2.47158
C -0.58498 -1.79229 0.83286
C -2.08618 -1.80773 0.14318
C -2.41060 -0.40741 -0.70481
C -4.03294 -0.48678 -1.06025
C -4.74127 0.99822 -1.19610
C -5.61814 1.43383 0.13801
C -4.65301 1.74489 1.42745
C -4.91689 3.18889 2.15943
C -4.89297 4.48851 1.15932
C -3.36225 5.11364 0.92140
C -2.79416 4.82870 -0.58446
C -1.15412 4.49591 -0.63516
C -0.41836 5.80340 0.02479
O 1.07395 5.80102 -0.14434
N 1.68219 6.04842 1.02995
O 2.75984 5.42737 1.07280
O -0.98553 3.22974 0.06495
C -0.31836 3.33684 1.36078
O 0.98367 2.97446 1.53025
O -0.81527 4.50639 -2.06342
C -0.34968 3.21824 -2.57313
C 1.24935 2.88653 -2.20872
C 1.44220 1.50217 -1.35202
H 0.84017 0.91922 4.38830
H -0.89749 1.70478 4.25249
H -0.69862 -0.11426 4.92646
H -1.23180 0.71282 2.02787
H 0.65945 0.42514 2.09575
H -1.71253 -1.70242 2.93332
H 0.22896 -2.05728 2.95961
H 0.13519 -1.03340 0.27198
H -0.14774 -2.87667 0.74595
H -2.12935 -2.74440 -0.57463
H -2.89739 -1.95131 0.98947
H -2.10743 0.55377 -0.10842
H -1.79555 -0.43279 -1.71690
H -4.59255 -1.17653 -0.27967
H -4.11887 -1.01847 -2.11023
H -5.50889 0.92085 -2.09304
H -3.95150 1.81656 -1.48575
H -6.39155 2.29296 -0.11084
H -6.28045 0.48532 0.41485
H -3.50195 1.71479 1.14866
H -4.80191 0.91219 2.26763
H -5.91585 3.10854 2.80218
H -4.04778 3.31463 2.96562
H -5.51948 5.34615 1.70336
H -5.44325 4.27265 0.13277
H -2.69408 4.72587 1.79889
H -3.47996 6.28832 1.06596
H -2.90104 5.85341 -1.18585
H -3.43760 4.00090 -1.10468
H -0.77207 6.73435 -0.63608
H -0.75185 6.06745 1.11948
H -0.85255 3.70506 2.36307
H -1.06075 2.30124 -2.35848
H -0.34716 3.32030 -3.76421
H 1.77444 3.79639 -1.66156
H 1.84809 2.73175 -3.22945
H 1.82127 0.68231 -2.10561
H 0.40830 1.14135 -0.92543
H 2.23466 1.72454 -0.51347
F -1.06486 -0.23372 -4.14849
C -2.16959 -0.00147 -4.86977
C -2.72811 1.27198 -4.87508
C -3.87542 1.51552 -5.63003
C -4.45822 0.47899 -6.36333
C -3.89301 -0.79703 -6.34754
C -2.73947 -1.03741 -5.60148
H -2.26634 2.06261 -4.29272
H -4.31536 2.50956 -5.64703
H -5.35563 0.66830 -6.94847
H -4.35072 -1.60319 -6.91579
H -2.28184 -2.02099 -5.58506
F 7.99467 1.52298 1.90426
C 7.15812 2.20015 1.10662
C 5.92649 2.61492 1.60132
C 5.05729 3.32449 0.77272
C 5.42536 3.60213 -0.54607
C 6.66166 3.17716 -1.03484
C 7.53513 2.47744 -0.20269
H 5.65427 2.38288 2.62577
H 4.09535 3.65997 1.15229
H 4.74524 4.15172 -1.19334
H 6.94423 3.39084 -2.06285
H 8.50363 2.14743 -0.56356
F -5.46682 -3.09886 -4.96855
C -5.28063 -3.88481 -3.89980
C -4.13782 -4.67313 -3.82098
C -3.94105 -5.48775 -2.70597
C -4.89569 -5.51314 -1.68626
C -6.04193 -4.72204 -1.77698
C -6.23291 -3.89925 -2.88675
H -3.41134 -4.64662 -4.62657
H -3.04714 -6.10197 -2.63116
H -4.74397 -6.15203 -0.81887
H -6.78553 -4.74657 -0.98404
H -7.11373 -3.27118 -2.96928
F 5.79822 2.39011 8.55622
C 5.09759 2.54859 7.42547
C 5.32192 1.68931 6.35544
C 4.58899 1.85073 5.17971
C 3.64667 2.87762 5.08326
C 3.43234 3.73812 6.16101
C 4.15740 3.56943 7.34036
H 6.06385 0.90264 6.44569
H 4.75135 1.17932 4.34019
H 3.07841 3.00595 4.16446
H 2.70133 4.53919 6.08215
H 3.99715 4.22363 8.19094
F -3.71235 -8.66082 0.07176
C -4.60605 -9.34335 -0.65630
C -5.85060 -8.77994 -0.91574
C -6.77955 -9.48808 -1.67809
C -6.45713 -10.75770 -2.16377
C -5.20716 -11.31677 -1.89370
C -4.27450 -10.60375 -1.14086
H -6.08636 -7.79619 -0.52319
H -7.75245 -9.05313 -1.89308
H -7.18363 -11.31154 -2.75457
H -4.95999 -12.30679 -2.26930
H -3.29500 -11.01949 -0.92903
F 5.13376 -2.47348 -4.00979
C 4.29721 -1.79631 -4.80743
C 3.06559 -1.38154 -4.31273
C 2.19638 -0.67197 -5.14132
C 2.56446 -0.39433 -6.46012
C 3.80075 -0.81930 -6.94889
C 4.67422 -1.51902 -6.11674
H 2.79337 -1.61358 -3.28828
H 1.23444 -0.33649 -4.76176
H 1.88433 0.15526 -7.10738
H 4.08333 -0.60562 -7.97690
H 5.64272 -1.84903 -6.47761
F 10.52124 -3.49688 6.41859
C 9.98846 -2.27511 6.55290
C 9.45878 -1.63340 5.43876
C 8.89930 -0.36341 5.57912
C 8.88563 0.25581 6.83139
C 9.42432 -0.39439 7.94268
C 9.97355 -1.66882 7.80410
H 9.48577 -2.12644 4.47252
H 8.47557 0.14351 4.71574
H 8.45318 1.24821 6.93954
H 9.41625 0.09124 8.91551
H 10.38851 -2.19231 8.65903
```

Computed properties:
Structure (SMILES) ... CCCCCCCCCCCCCC[C@@](CON=O)(OC=O)OCCC.Fc1ccccc1.Fc1ccccc1.Fc1ccccc1.Fc1ccccc1.Fc1ccccc1.Fc1ccccc1.Fc1ccccc1
HOMO ... -8.93 eV
Frontier orbital gap ... 8.43 eV
Energy ... -96230.503 eV


The following is a quantum chemistry calculation of a cluster of 2 separate species, C6H17N4O2S in total at a distorted geometry, from the Open Molecules 2025 dataset.

```
30
Properties=species:S:1:pos:R:3
C 1.68512 0.90045 -0.16483
C -1.09948 0.62820 2.39622
C -2.52189 1.14732 -1.01138
C -1.35907 -2.12446 0.15322
C 2.40108 -1.28904 -1.96732
C -0.03067 0.12568 1.53148
N 2.12632 2.04004 -0.76748
N -2.41515 -0.12435 -0.44858
N -1.31168 -0.80657 -0.31387
N 0.61509 0.97581 0.62581
O 2.07406 -1.60120 0.72331
O 3.90582 -0.17531 -0.02872
S 2.59344 -0.66511 -0.25295
H -1.77967 -0.13485 2.64002
H -1.58907 1.51470 1.93617
H -0.63819 1.10264 3.41014
H -3.20498 1.69537 -0.43561
H -1.60443 1.52296 -0.78953
H -2.80143 1.23462 -2.07755
H -2.05162 -2.84969 -0.49628
H -0.44301 -2.65460 0.01904
H -1.77434 -2.07020 1.18781
H 2.90386 -0.50961 -2.54553
H 2.90101 -2.23521 -2.08657
H 1.27688 -1.06763 -2.09274
H 0.60170 -0.78626 1.77306
H 1.52725 2.87159 -0.70391
H 3.10721 2.13003 -0.89761
H -3.31463 -0.71187 -0.29229
H 0.22048 1.91655 0.97648
```

Computed properties:
Energy relative to the best compared isomer or geometry (same formula, charge and spin) ... 456.0 kJ/mol
HOMO (spin up / spin down) ... -11.03 / -10.67 eV
Frontier orbital gap (spin up / spin down) ... 7.23 / 6.40 eV
Charge ... +1
Energy ... -27376.012 eV